(1)
A structure of composition C15H24MnN3O7. Source: OMol25; level of theory: wB97M-V/def2-TZVPD.

Properties
LUMO level (spin up / spin down), hartree: -0.0811 / -0.0812
Charge: +1
Orbital gap (spin up / spin down), eV: 9.279 / 9.459
2S+1: 6
E_HOMO (spin up / spin down), eV: -11.49 / -11.67

Last column: Mulliken spin population.
CARTESIAN COORDINATES (ANGSTROEM)
1 Mn 0.391 0.606 0.395  4.6753
2 O 0.635 -1.732 0.680  0.0284
3 O 1.458 2.062 1.038  0.0883
4 O 2.526 -0.133 -0.389  0.0252
5 O -1.937 0.197 0.294  0.0257
6 O -0.801 2.339 -0.769  0.0384
7 O 0.338 0.112 -1.921  0.0290
8 O -0.361 -0.049 2.489  0.0388
9 N 1.930 3.281 0.990  -0.0010
10 N 3.318 6.077 2.362  0.0112
11 N 2.075 2.125 4.189  0.0095
12 C 1.586 0.026 -2.618  0.0014
13 C 0.581 -2.230 2.021  0.0066
14 C 2.196 2.861 3.315  -0.0032
15 C 2.315 3.703 2.149  0.0311
16 C -1.759 -0.296 2.634  0.0118
17 C -0.802 2.219 -2.189  0.0091
18 C 2.849 -1.509 -0.225  0.0046
19 C 0.534 -1.050 2.968  0.0133
20 C 2.696 0.441 -1.679  0.0116
21 C 2.869 5.026 2.257  -0.0042
22 C -2.841 1.254 -0.040  0.0026
23 C -2.349 -0.720 1.310  0.0008
24 C -0.737 0.767 -2.600  -0.0008
25 C 1.584 -2.337 -0.203  0.0030
26 C -2.050 2.543 -0.125  0.0142
27 H -2.200 0.643 2.970  -0.0036
28 H -3.437 -0.768 1.380  0.0016
29 H -1.642 0.234 -2.315  -0.0099
30 H 1.594 0.680 -3.492  -0.0018
31 H 2.672 1.518 -1.509  -0.0069
32 H 1.808 -3.359 0.105  0.0011
33 H -3.320 1.008 -0.991  -0.0022
34 H 1.711 -1.003 -2.962  -0.0018
35 H 0.082 2.756 -2.536  -0.0029
36 H -3.621 1.359 0.716  -0.0011
37 H -0.617 0.693 -3.682  0.0015
38 H 3.514 -1.862 -1.017  -0.0021
39 H 0.250 -1.377 3.969  0.0030
40 H 1.504 -0.555 3.025  -0.0117
41 H 1.457 -2.838 2.255  -0.0013
42 H -2.633 3.314 -0.632  0.0011
43 H -1.977 -1.697 1.005  -0.0105
44 H -1.947 -1.060 3.391  -0.0025
45 H -0.306 -2.860 2.117  -0.0028
46 H 1.109 -2.364 -1.183  -0.0079
47 H 3.373 -1.586 0.729  -0.0029
48 H -1.687 2.688 -2.625  -0.0020
49 H 3.667 0.171 -2.101  0.0020
50 H -1.796 2.897 0.874  -0.0073

---

(2)
The molecule C5H11NS. Source: OMol25; level of theory: wB97M-V/def2-TZVPD.

Properties
LUMO level (spin up / spin down), hartree: 0.0000 / 0.0145
Orbital gap (spin up / spin down), eV: 8.144 / 7.939
E_HOMO (spin up / spin down), eV: -8.14 / -7.54

Last column: natural (NBO) charge in e.
CARTESIAN COORDINATES (ANGSTROEM)
1 S -0.785 0.401 -0.722  0.6030
2 N -1.859 0.002 0.378  -0.6444
3 C 1.861 0.558 -0.253  -0.4997
4 C 0.646 -0.213 0.226  -0.3546
5 C 0.744 -1.687 -0.099  -0.6256
6 C -3.210 -0.109 0.098  -0.4590
7 C 1.556 2.040 -0.083  -0.2843
8 H 2.188 0.430 -1.229  0.2180
9 H 1.408 -2.280 0.681  0.2085
10 H -3.256 -0.354 -0.976  0.1871
11 H -3.880 0.876 0.098  0.1924
12 H -3.779 -0.765 0.865  0.2132
13 H 2.677 0.148 0.286  0.2246
14 H 1.034 -1.944 -1.158  0.2108
15 H 2.144 2.785 -0.425  0.1603
16 H 0.587 -0.189 1.339  0.2479
17 H 0.664 2.380 0.451  0.1761
18 H -0.157 -2.225 -0.122  0.2256

---

(3)
A structure of composition C13H11AsBrIO6SV. Source: OMol25; level of theory: wB97M-V/def2-TZVPD.

Properties
LUMO level (spin up / spin down), hartree: -0.0479 / -0.0313
Orbital gap (spin up / spin down), eV: 7.225 / 7.677
2S+1: 2
E_HOMO (spin up / spin down), eV: -8.53 / -8.53

Last column: natural (NBO) charge in e.
CARTESIAN COORDINATES (ANGSTROEM)
1 I 1.116 -0.120 4.129  0.0928
2 Br -5.555 3.938 0.473  0.0469
3 As -0.047 -0.470 -1.444  2.3895
4 V -0.053 0.230 0.939  1.1797
5 S 1.909 -1.210 1.137  2.3659
6 O -0.607 -0.263 -3.097  -0.9942
7 O 1.942 0.261 1.221  -0.8631
8 O -1.339 -0.870 -0.527  -1.0271
9 O 0.465 -1.567 1.251  -0.8513
10 O 0.446 0.986 -0.806  -0.9966
11 O 2.791 -1.918 1.997  -0.8886
12 C 1.523 -1.589 -1.618  -0.4278
13 C -3.983 2.898 0.701  -0.0904
14 C -2.926 0.865 1.367  -0.1663
15 C -0.212 0.961 2.843  -0.7696
16 C 3.949 -2.891 -1.906  -0.1831
17 C 1.884 -2.106 -2.856  -0.1728
18 C 3.094 -2.771 -2.992  -0.1822
19 C 3.584 -2.376 -0.674  -0.1873
20 C 2.372 -1.725 -0.530  -0.2278
21 C -1.605 2.686 0.548  -0.2379
22 C -1.680 1.382 1.031  -0.1815
23 C -4.083 1.610 1.200  -0.2477
24 C -2.754 3.445 0.374  -0.2235
25 H 0.089 2.008 2.943  0.2451
26 H 4.903 -3.387 -2.013  0.2298
27 H -1.183 0.822 3.324  0.2393
28 H -2.695 4.450 -0.016  0.2271
29 H -0.641 3.119 0.292  0.2239
30 H 1.209 -1.974 -3.693  0.2458
31 H -2.997 -0.149 1.757  0.2100
32 H 4.213 -2.472 0.199  0.2550
33 H -1.456 0.194 -3.061  0.5102
34 H 3.373 -3.193 -3.947  0.2292
35 H -5.047 1.196 1.453  0.2286

---

(4)
The molecule C26H25N3O6. Source: OMol25; level of theory: wB97M-V/def2-TZVPD.

Properties
LUMO level, hartree: 0.0098
Structure (SMILES): COc1ccc(CC(=O)Nc2ccc(-c3noc(-c4cc(OC)c(OC)c(OC)c4)n3)cc2)cc1
Orbital gap, eV: 8.520
E_HOMO, eV: -8.25

Last column: natural (NBO) charge in e.
CARTESIAN COORDINATES (ANGSTROEM)
1 O 8.047 -1.641 0.134  -0.5164
2 O -9.088 -2.169 -2.055  -0.4932
3 O -6.239 1.562 1.933  -0.5993
4 O 5.853 -2.422 1.621  -0.5181
5 O 3.068 2.163 -1.208  -0.2687
6 O 7.749 0.615 -1.624  -0.4912
7 N -4.201 2.156 1.256  -0.6211
8 N 1.785 2.594 -1.116  -0.1530
9 N 2.059 0.827 0.209  -0.5084
10 C -2.326 2.946 -0.022  -0.2284
11 C 4.742 -2.837 2.379  -0.2521
12 C -0.704 0.979 1.060  -0.1827
13 C 1.207 1.781 -0.265  0.2842
14 C 6.754 0.098 -0.860  0.2791
15 C 8.984 -0.045 -1.806  -0.2382
16 C 3.183 1.101 -0.395  0.5288
17 C -6.917 -1.335 -1.823  -0.2552
18 C 5.551 0.791 -0.979  -0.2171
19 C -8.112 -1.721 -1.215  0.3006
20 C -4.838 -0.227 1.140  -0.5286
21 C -2.028 1.059 1.443  -0.2417
22 C -2.860 2.031 0.888  0.1632
23 C 5.698 -1.379 0.753  0.3306
24 C 4.506 -0.692 0.605  -0.2970
25 C 4.434 0.397 -0.262  -0.1174
26 C -0.183 1.875 0.131  -0.0445
27 C 8.084 -3.050 0.253  -0.2415
28 C -8.227 -1.630 0.167  -0.3230
29 C -1.004 2.869 -0.400  -0.1772
30 C 6.839 -1.006 0.007  0.1816
31 C -10.325 -2.549 -1.503  -0.2515
32 C -5.163 1.214 1.502  0.6984
33 C -5.975 -0.778 0.319  -0.0645
34 C -7.163 -1.162 0.919  -0.1057
35 C -5.867 -0.865 -1.064  -0.1840
36 H -4.554 3.105 1.303  0.4106
37 H 7.947 -3.370 1.287  0.1935
38 H 3.922 -3.177 1.740  0.1805
39 H -2.413 0.387 2.193  0.2197
40 H -9.137 -1.916 0.671  0.2177
41 H -10.944 -2.851 -2.347  0.1994
42 H -4.951 -0.564 -1.552  0.2089
43 H 8.850 -1.038 -2.241  0.1748
44 H -2.965 3.715 -0.433  0.2162
45 H -0.053 0.231 1.484  0.2353
46 H 9.078 -3.342 -0.090  0.1864
47 H 5.099 -3.671 2.982  0.2011
48 H -3.909 -0.283 0.576  0.2305
49 H -6.840 -1.409 -2.897  0.2228
50 H 5.511 1.632 -1.651  0.2392
51 H 9.542 -0.129 -0.872  0.1908
52 H -7.268 -1.083 1.991  0.2094
53 H -0.586 3.567 -1.108  0.2359
54 H -4.741 -0.796 2.067  0.2388
55 H -10.806 -1.715 -0.983  0.1764
56 H 3.622 -0.959 1.156  0.2411
57 H 9.533 0.583 -2.507  0.1895
58 H 4.386 -2.040 3.038  0.1821
59 H -10.216 -3.393 -0.814  0.1745
60 H 7.328 -3.525 -0.375  0.1782

---

(5)
A cluster of 6 separate species, C28H56N2O11PS in total. Source: OMol25; level of theory: wB97M-V/def2-TZVPD.

Properties
LUMO level, hartree: -0.0952
Charge: +1
Orbital gap, eV: 8.967
E_HOMO, eV: -11.56

Last column: Löwdin charge in e.
CARTESIAN COORDINATES (ANGSTROEM)
1 S -5.930 -2.121 3.182  0.8474
2 P -4.780 1.050 2.692  0.7741
3 O 3.799 1.036 -0.493  -0.0086
4 O -4.145 3.076 -2.746  -0.0102
5 O -4.473 2.279 1.958  -0.3487
6 O 0.500 -2.233 6.218  0.0027
7 O -4.468 0.361 -6.773  -0.0099
8 O -0.235 -2.494 4.179  0.0712
9 O -4.637 1.276 -8.755  0.1175
10 O 6.508 -2.538 -1.269  -0.0032
11 O 4.361 -2.131 -1.349  0.0917
12 O 4.450 1.172 1.576  0.0776
13 O -2.634 3.395 -1.200  0.0870
14 N -4.203 -0.362 1.860  -0.1036
15 N -3.102 -1.640 0.550  0.1743
16 C 7.765 -2.548 -0.583  -0.2372
17 C 0.504 -4.497 5.223  0.0169
18 C -2.757 0.310 -5.036  -0.0564
19 C -1.385 1.098 1.608  -0.1773
20 C 3.730 1.501 -1.846  -0.2222
21 C -3.797 -0.461 -5.820  -0.2456
22 C 2.482 -2.983 7.443  -0.0587
23 C 5.319 -1.918 0.816  0.0246
24 C 4.947 1.087 -2.643  -0.0492
25 C -0.033 1.614 1.119  -0.2058
26 C 1.399 -0.179 2.181  -0.0793
27 C 0.988 -2.745 7.468  -0.2285
28 C -5.943 4.412 -3.738  -0.0544
29 C 1.016 1.316 2.192  -0.2318
30 C -3.230 -0.379 0.934  -0.2354
31 C -3.966 0.631 -8.004  -0.5239
32 C -2.379 0.741 0.483  -0.0897
33 C 7.981 -3.824 0.201  -0.0627
34 C 0.212 -3.017 5.169  -0.5318
35 C -4.806 4.176 -0.631  0.0184
36 C -4.667 -1.679 2.068  -0.6408
37 C 4.456 1.680 0.484  -0.5307
38 C -2.577 0.161 -8.367  0.0145
39 C -3.968 -2.461 1.229  -0.0365
40 C 5.223 2.944 0.188  0.0256
41 C -3.784 3.527 -1.531  -0.5236
42 C -5.503 3.063 -3.209  -0.2313
43 C 5.350 -2.191 -0.669  -0.5240
44 H 2.840 1.020 -2.248  0.1239
45 H 1.452 -4.671 4.715  0.0999
46 H 4.624 -1.100 0.986  0.0547
47 H -6.955 4.347 -4.136  0.0870
48 H 7.867 -1.658 0.040  0.1110
49 H 0.744 -1.966 8.187  0.1241
50 H 3.555 2.578 -1.872  0.1106
51 H 6.276 -1.643 1.250  0.0749
52 H 8.505 -2.468 -1.378  0.1233
53 H 0.561 1.550 3.159  0.1061
54 H 2.760 -3.742 6.711  0.0708
55 H 0.235 1.110 0.188  0.1093
56 H 0.808 -0.704 1.429  0.0696
57 H -2.314 -0.322 -4.264  0.0765
58 H -4.736 5.259 -0.734  0.1030
59 H 3.004 -2.062 7.185  0.0865
60 H 7.908 -4.686 -0.461  0.0842
61 H -4.560 3.903 0.390  0.0550
62 H 2.824 -3.313 8.423  0.0856
63 H -6.168 2.685 -2.431  0.1119
64 H 6.272 2.682 0.059  0.0988
65 H 4.944 -2.807 1.323  0.0987
66 H -2.417 -1.944 -0.124  0.1907
67 H -1.843 0.428 -0.413  0.1330
68 H -0.094 2.680 0.894  0.1186
69 H -5.276 4.733 -4.537  0.0888
70 H -4.035 -3.526 1.091  0.1423
71 H -4.176 0.905 3.945  0.0447
72 H -1.891 0.996 -8.235  0.0973
73 H 5.861 1.532 -2.245  0.0754
74 H 8.970 -3.821 0.659  0.0829
75 H 7.239 -3.944 0.990  0.0685
76 H 0.429 -3.635 7.757  0.1117
77 H -5.505 2.334 -4.018  0.1161
78 H -5.928 5.176 -2.961  0.0701
79 H -2.997 1.599 0.225  0.0900
80 H -1.187 0.187 2.186  0.1110
81 H -2.582 -0.112 -9.419  0.0937
82 H 4.840 1.400 -3.681  0.0854
83 H -4.593 -0.797 -5.155  0.1188
84 H 1.885 1.963 2.108  0.0934
85 H -5.161 -2.146 4.279  -0.0991
86 H 4.885 3.483 -0.693  0.0723
87 H 2.454 -0.288 1.949  0.0486
88 H -2.215 -0.686 -7.791  0.0671
89 H -1.835 1.813 2.298  0.1137
90 H -1.953 0.679 -5.673  0.0744
91 H 1.167 -0.649 3.134  0.0508
92 H -5.829 3.870 -0.832  0.0744
93 H 5.140 3.599 1.052  0.0940
94 H -0.276 -5.017 4.673  0.0896
95 H -3.211 1.175 -4.550  0.0652
96 H -6.131 0.780 2.896  0.0175
97 H 0.561 -4.913 6.224  0.0710
98 H -3.385 -1.353 -6.294  0.1116
99 H 5.056 0.003 -2.613  0.0685

---

(6)
The molecule C6H6BrClO2S. Source: OMol25; level of theory: wB97M-V/def2-TZVPD.

Properties
LUMO level, hartree: 0.0014
Structure (SMILES): O=S(=O)(Cl)[C@@H]1C=CC=C(Br)C1
Orbital gap, eV: 9.139
E_HOMO, eV: -9.10

Last column: natural (NBO) charge in e.
CARTESIAN COORDINATES (ANGSTROEM)
1 Br -0.818 -3.206 -1.511  0.0694
2 Cl 1.987 2.981 0.467  -0.2156
3 S 2.040 0.978 0.574  2.1511
4 O 3.112 0.509 -0.224  -0.8991
5 O 1.975 0.659 1.929  -0.9076
6 C 0.511 -1.013 -0.218  -0.4774
7 C -1.959 -0.776 -0.546  -0.2922
8 C -0.702 0.909 0.639  -0.1970
9 C -1.881 0.364 0.312  -0.2007
10 C 0.467 0.503 -0.190  -0.5074
11 C -0.852 -1.491 -0.675  -0.0103
12 H 0.711 -1.374 0.733  0.2412
13 H -2.981 -0.918 -1.085  0.2473
14 H -2.863 0.670 0.764  0.2311
15 H 0.360 0.794 -1.253  0.2630
16 H 1.394 -1.404 -0.951  0.2671
17 H -0.500 1.815 1.236  0.2370

---

Q: What is the formula in the sixth record?
A: C6H6BrClO2S